The following is a DFT calculation (ωB97M-V with the def2-TZVPD basis set) of a molecular structure, C5H8N3O4 at a distorted geometry.

Geometry (Å):
C (-1.382, 1.698, -0.163)
C (-1.718, 0.359, 0.059)
C (0.411, 0.495, -0.313)
C (-0.350, -1.777, 0.303)
C (2.443, 0.294, -0.213)
N (-0.580, -0.378, -0.012)
N (-0.061, 1.724, -0.431)
N (-3.016, -0.160, 0.041)
O (-3.908, 0.562, 0.262)
O (-3.145, -1.350, -0.186)
O (2.771, 1.107, 0.778)
O (2.781, -0.986, 0.046)
H (-2.041, 2.566, -0.226)
H (0.660, -1.869, 0.694)
H (-1.249, -2.174, 0.942)
H (-0.382, -2.315, -0.691)
H (2.763, 0.590, -1.183)
H (0.444, 2.519, -0.665)
H (3.102, 0.642, 1.605)
H (2.456, -1.546, -0.648)

LUMO energy	-4.194	eV
total charge	+1
gap between HOMO and LUMO	10.088	eV
HOMO energy	-14.28	eV